Record 1
Entry from the Open Molecules 2025 dataset: a 10-piece molecular cluster, C54H130F9N7O20 overall in a non-equilibrium geometry (ωB97M-V/def2-TZVPD).

Geometry as XYZ:
```
220
C54H130F9N7O20 ωB97M-V/def2-TZVPD
C 2.88591 -3.38139 -2.82269
O 1.54016 -3.26697 -2.40703
O 3.47595 -2.19570 -2.37958
C 3.62728 -4.69964 -2.43717
F 4.84976 -4.62282 -2.99369
F 3.77639 -4.87922 -1.04256
F 3.09712 -5.82077 -2.97252
C 0.70661 -4.31654 -2.87584
C -0.66013 -3.69332 -2.93012
H -0.94443 -3.08406 -2.07219
H -0.66250 -3.01436 -3.78283
H -1.37036 -4.50339 -3.09583
H 0.68527 -5.15964 -2.18531
H 0.89088 -4.84289 -3.81237
H 2.84184 -3.36570 -3.91168
C 3.17133 -6.26919 4.24707
O 3.79475 -5.04928 3.81046
O 4.13833 -7.11322 4.81465
C 1.88127 -5.91717 5.17963
F 2.07271 -5.65312 6.53053
F 1.25163 -4.84296 4.79319
F 0.95628 -6.87203 5.08457
C 3.68350 -4.70194 2.48295
C 4.20245 -3.31667 2.33008
H 3.99684 -2.93801 1.32885
H 3.79707 -2.62530 3.06886
H 5.28875 -3.23829 2.37362
H 2.64283 -4.52093 2.21401
H 4.10862 -5.41837 1.78003
H 2.89356 -6.80651 3.34030
C -2.49282 0.09400 2.55685
O -2.26240 0.38268 1.15509
O -1.20097 -0.32319 2.89301
C -3.29125 1.20399 3.32717
F -2.94767 2.46794 3.17852
F -4.57988 0.96550 3.12692
F -3.16424 0.98573 4.66054
C -3.41608 0.44220 0.33298
C -3.16585 0.98913 -1.01605
H -3.99956 0.78685 -1.68844
H -2.98791 2.06400 -0.98284
H -2.23128 0.57838 -1.39808
H -4.33408 0.89847 0.70336
H -3.65890 -0.58734 0.06989
H -3.15890 -0.76570 2.48362
C 0.80624 0.06963 -3.27690
O -0.11460 0.20646 -2.18264
C 0.38960 0.77150 -1.04125
C 1.13713 -0.21838 -0.12787
N 0.20656 -1.36266 0.31538
H -0.49996 -1.01100 0.94566
H -0.34639 -1.70269 -0.45839
C 0.76180 -2.66308 1.01676
C -0.40166 -3.65561 1.35360
O -1.11822 -4.08016 0.21760
C -2.35595 -4.62895 0.49422
H 1.81440 -0.20144 -2.96349
H 0.80326 0.92452 -3.95311
H 0.40009 -0.66756 -3.96949
H -0.45418 1.19096 -0.49337
H 1.08616 1.55444 -1.34113
H 1.70139 0.21097 0.70000
H 1.86876 -0.80572 -0.68271
H 1.32236 -2.26064 1.86052
H 1.44743 -3.06537 0.27100
H -1.03869 -3.20840 2.11670
H 0.00361 -4.55818 1.81103
H -2.79544 -4.79141 -0.48992
H -2.96261 -4.00264 1.14829
H -2.24916 -5.59204 0.99338
C 9.06342 -0.81182 1.68503
O 8.26122 -0.82291 0.50645
C 7.12922 -1.64530 0.70273
C 6.25007 -1.86784 -0.56220
N 5.32346 -0.65440 -0.73253
H 4.55162 -0.85837 -1.35121
H 4.95282 -0.38693 0.16813
C 6.06978 0.53022 -1.40509
C 5.16663 1.69342 -1.64820
O 4.12243 1.48989 -2.59792
C 4.47876 1.29038 -3.95468
H 9.50968 -1.79858 1.80847
H 8.53013 -0.65688 2.62296
H 9.79960 -0.03401 1.48220
H 6.50953 -1.32026 1.53845
H 7.29392 -2.65071 1.09017
H 5.61406 -2.73894 -0.40475
H 6.90891 -1.98353 -1.42280
H 6.59368 0.20054 -2.30227
H 6.86810 0.69808 -0.68217
H 5.75839 2.49213 -2.09541
H 4.81744 2.04969 -0.67907
H 3.69163 1.40542 -4.69986
H 4.86990 0.27391 -3.99813
H 5.29847 1.95770 -4.22090
C 2.86853 -4.14524 -6.62244
O 1.52307 -3.73942 -6.50244
C 0.46884 -4.73417 -6.72831
C -0.96321 -4.19100 -6.51511
N -1.21981 -2.90132 -7.42334
H -0.59539 -2.13604 -7.21227
H -1.00889 -3.28353 -8.33412
C -2.73426 -2.54357 -7.58786
C -3.27880 -1.86628 -6.30474
O -2.31766 -0.84445 -5.87300
C -2.59328 -0.31534 -4.57205
H 3.09180 -4.92755 -5.89701
H 3.42566 -3.24220 -6.37300
H 3.06337 -4.46702 -7.64547
H 0.61087 -5.59923 -6.08055
H 0.51922 -5.15603 -7.73210
H -1.21684 -3.98057 -5.47612
H -1.66976 -4.97640 -6.78351
H -3.22442 -3.49604 -7.78953
H -2.79265 -1.86289 -8.43719
H -3.29463 -2.65275 -5.55021
H -4.28915 -1.46284 -6.37195
H -1.68401 0.08645 -4.12494
H -2.84905 -1.18129 -3.96147
H -3.37367 0.44435 -4.52792
C -9.04046 -3.83794 8.43294
O -8.65220 -3.59712 7.03289
C -8.53082 -2.20354 6.65694
C -7.81636 -2.06588 5.33065
N -6.30637 -2.31469 5.67395
H -5.97024 -1.66363 6.36910
H -6.17160 -3.23455 6.06867
C -5.36082 -2.27585 4.44147
C -4.11195 -3.18469 4.61476
O -4.56927 -4.36759 5.35333
C -3.66075 -5.52108 5.28538
H -8.15555 -3.81872 9.06908
H -9.51714 -4.80961 8.56228
H -9.62537 -3.04934 8.90632
H -8.13259 -1.63180 7.49518
H -9.55757 -1.86679 6.51375
H -7.87399 -1.15984 4.72741
H -7.97995 -3.00000 4.79329
H -5.28484 -1.23372 4.13116
H -5.91862 -2.71425 3.61397
H -3.20987 -2.66940 4.94469
H -3.86170 -3.56741 3.62531
H -2.67373 -5.23481 5.64861
H -3.60613 -5.94067 4.28086
H -4.00265 -6.32216 5.94073
C 2.58668 2.87299 5.93123
O 1.31558 2.64047 5.39781
C 1.29411 1.93873 4.16794
C 1.66429 0.42604 4.27722
N 0.70176 -0.23634 5.33676
H 0.68925 0.20917 6.24311
H -0.24786 -0.17128 4.99899
C 0.94334 -1.79369 5.51160
C 0.01815 -2.34306 6.65494
O -1.34498 -2.25185 6.36355
C -2.07999 -1.16882 6.97724
H 3.07188 3.47079 5.15966
H 3.09412 1.95397 6.22452
H 2.49109 3.37910 6.89187
H 1.94059 2.45629 3.45922
H 0.34454 2.15210 3.67715
H 2.67599 0.33089 4.67155
H 1.61765 -0.05250 3.29901
H 2.00800 -2.01778 5.44530
H 0.61309 -2.09277 4.51682
H 0.34009 -1.90301 7.59877
H 0.25834 -3.40031 6.76726
H -3.12937 -1.18434 6.68285
H -1.80196 -0.17921 6.61467
H -2.12065 -1.14667 8.06625
C 1.77294 8.30880 -2.64000
O 1.20893 7.34528 -1.77779
C 0.27738 7.87075 -0.83420
C -0.21563 6.69775 0.02880
N -0.54648 5.40931 -0.76395
H -1.37602 5.56184 -1.31956
H 0.26291 5.19015 -1.32693
C -0.83408 4.23315 0.10356
C 0.43453 3.71072 0.83603
O 1.52974 3.65485 -0.04505
C 2.82603 3.37666 0.56561
H 1.05914 8.55689 -3.42552
H 2.65946 7.98684 -3.18638
H 2.09388 9.17843 -2.06656
H -0.52570 8.27969 -1.44731
H 0.70048 8.60050 -0.14388
H -1.09418 6.97927 0.60932
H 0.64456 6.50943 0.67123
H -1.00576 3.47469 -0.66023
H -1.72371 4.38814 0.71400
H 0.17256 2.78161 1.34220
H 0.60438 4.47801 1.59135
H 2.95735 4.03415 1.42499
H 3.58828 3.54817 -0.19443
H 3.01635 2.39664 1.00315
C 0.68984 3.92311 -4.51870
O 0.14399 5.23560 -4.97614
C -0.94498 5.04890 -5.84888
C -1.52326 6.42360 -6.30141
N -1.79781 7.33961 -5.10745
H -2.15528 6.75937 -4.36203
H -0.94245 7.74920 -4.76004
C -2.87354 8.43761 -5.39573
C -2.73907 9.40676 -4.21775
O -1.41146 9.84761 -3.93734
C -1.32396 10.92589 -3.01338
H 1.25265 3.48064 -5.34063
H -0.02471 3.16132 -4.20696
H 1.28957 4.17464 -3.64397
H -1.67585 4.44618 -5.30974
H -0.75057 4.33828 -6.65219
H -2.41562 6.38880 -6.92637
H -0.78015 6.92194 -6.92394
H -3.87204 8.00333 -5.44567
H -2.58818 8.93986 -6.32008
H -3.04806 8.82023 -3.35253
H -3.44711 10.23530 -4.23549
H -0.27269 11.20181 -2.93084
H -1.80652 10.68970 -2.06498
H -1.86188 11.76279 -3.45871
```

For the frontier orbital gap, the calculation gives 1.4673 eV. As for the HOMO energy: -10.1 eV. As for the relative energy (zero: lowest compared OMol25 entry of this formula, charge and spin): 120.96 kcal per mole. The charge is +4.

=====

Record 2
Entry from the Open Molecules 2025 dataset: a 13-piece molecular cluster, C54H143N9O18 overall in a non-equilibrium geometry (ωB97M-V/def2-TZVPD).

Geometry as XYZ:
```
224
C54H143N9O18 ωB97M-V/def2-TZVPD
C -7.66840 -15.13671 3.34599
C -7.16442 -16.55073 3.63588
O -5.87534 -16.69222 3.03289
H -8.55521 -14.91292 3.93893
H -7.93184 -14.88270 2.31926
H -7.02899 -14.31471 3.66778
H -7.84840 -17.32640 3.29151
H -6.99906 -16.63649 4.70985
H -5.17218 -16.48392 3.65239
C -16.97612 -17.74902 1.40858
C -17.06082 -16.49061 0.60579
O -18.03575 -15.64919 1.16538
H -17.83624 -18.41798 1.38062
H -16.66944 -17.49944 2.42434
H -16.16890 -18.33935 0.97498
H -17.33202 -16.87171 -0.37875
H -16.09125 -16.00755 0.48463
H -18.29160 -15.14754 0.38789
C -11.14784 -15.12950 -4.77033
C -11.85911 -16.14696 -3.86697
O -10.93358 -16.55964 -2.81667
H -10.81894 -14.35348 -4.07916
H -11.94031 -14.63364 -5.33088
H -10.40990 -15.50727 -5.47802
H -12.24838 -17.03002 -4.37369
H -12.73453 -15.64533 -3.45451
H -11.45935 -16.51087 -2.01493
C -11.42774 -20.18951 -2.43265
C -12.24130 -21.11963 -3.26063
O -11.53209 -22.22275 -3.58331
H -10.49307 -19.88664 -2.90464
H -11.12364 -20.67779 -1.50680
H -12.00673 -19.33909 -2.07258
H -12.55902 -20.60256 -4.16606
H -13.09775 -21.48235 -2.69228
H -10.75488 -22.02037 -4.10923
C -9.13980 -19.65825 0.82562
O -10.04770 -18.58227 0.97191
C -9.49253 -17.31535 0.72969
C -10.61565 -16.25634 1.01773
N -11.90202 -16.43716 0.27683
C -12.96538 -15.50863 0.72043
C -12.89389 -14.05233 0.13492
O -12.32671 -13.18022 1.02405
C -12.46850 -11.74761 0.93149
H -9.08332 -19.69267 -0.26237
H -9.49208 -20.58552 1.27747
H -8.13238 -19.40269 1.15407
H -9.05304 -17.27674 -0.26703
H -8.60764 -17.12944 1.33838
H -10.10928 -15.33004 0.74630
H -10.91077 -16.38170 2.05950
H -12.05799 -17.43454 0.24508
H -13.21064 -15.63032 1.77549
H -13.83090 -15.87852 0.17075
H -13.96037 -13.83982 0.06035
H -12.53149 -14.14006 -0.88932
H -12.04840 -11.19716 1.77328
H -13.51779 -11.52616 0.73642
H -12.05709 -11.45045 -0.03316
C 0.82778 -22.90080 -3.95443
O -0.54018 -22.62016 -3.56324
C -0.69271 -21.52980 -2.66426
C -1.93155 -21.87634 -1.90415
N -1.95674 -21.18624 -0.63382
C -2.11000 -19.72872 -0.80696
C -3.61936 -19.31441 -0.87568
O -4.41577 -19.97089 0.03021
C -5.60220 -19.27410 0.40648
H 1.31109 -23.59114 -3.26310
H 1.48108 -22.06399 -4.20153
H 0.70075 -23.47942 -4.86939
H -0.55639 -20.57099 -3.16447
H 0.13215 -21.65054 -1.96203
H -1.85556 -22.94995 -1.73184
H -2.81102 -21.67080 -2.51438
H -2.61609 -21.57727 0.02378
H -1.47059 -19.36602 -1.61176
H -1.51331 -19.27519 -0.01552
H -4.02162 -19.37468 -1.88694
H -3.62893 -18.25049 -0.63884
H -5.34031 -18.53522 1.16383
H -6.16877 -20.04948 0.92212
H -6.15505 -18.89478 -0.45292
C -17.75726 -5.58477 -4.95364
O -17.23854 -5.76857 -3.64073
C -16.06528 -6.52064 -3.48983
C -15.80907 -6.84490 -2.03288
N -14.78518 -7.81445 -1.86317
C -14.68315 -8.98021 -2.65639
C -13.32666 -9.73326 -2.25618
O -13.33918 -11.01555 -2.95044
C -11.99826 -11.47833 -3.03740
H -18.04016 -6.52204 -5.43280
H -17.02300 -5.04258 -5.54945
H -18.66974 -5.00295 -4.82335
H -15.17457 -6.07703 -3.93473
H -16.33739 -7.42693 -4.03085
H -16.62431 -7.29991 -1.47033
H -15.50901 -5.95141 -1.48540
H -13.92253 -7.29651 -1.95076
H -14.43950 -8.66123 -3.66979
H -15.53312 -9.66237 -2.63910
H -13.26919 -10.03674 -1.21086
H -12.38891 -9.22223 -2.47429
H -11.29217 -10.68369 -3.27841
H -11.87923 -12.27394 -3.77288
H -11.62419 -12.02693 -2.17299
C -7.45350 -20.37113 -3.53348
O -7.10834 -19.07117 -3.21892
C -7.83221 -18.07714 -3.97438
C -7.64375 -16.65712 -3.37377
N -6.27086 -16.19692 -3.51689
C -5.37343 -16.57867 -2.38674
C -3.98851 -15.99864 -2.46954
O -2.93147 -16.79307 -3.20453
C -2.93005 -16.68015 -4.64121
H -7.19676 -20.50792 -4.58395
H -8.43966 -20.65254 -3.16418
H -6.61738 -20.93610 -3.12139
H -8.86314 -18.34885 -3.74753
H -7.52586 -18.21144 -5.01179
H -7.82943 -16.42994 -2.32400
H -8.25243 -15.90543 -3.87634
H -6.11576 -15.23230 -3.77292
H -5.32789 -17.66132 -2.26891
H -5.77222 -16.02018 -1.53989
H -3.56701 -16.01046 -1.46440
H -4.07413 -14.95943 -2.78703
H -2.45379 -15.76132 -4.98330
H -3.92134 -16.53906 -5.07195
H -2.49205 -17.53093 -5.16316
C -5.62099 -13.48540 0.22063
O -6.72147 -12.75984 -0.20624
C -7.75077 -13.67517 -0.59671
C -9.00760 -12.91151 -1.12525
N -8.60404 -11.90441 -2.14502
C -7.82834 -12.40985 -3.30293
C -7.96098 -11.51202 -4.58078
O -7.43494 -12.44493 -5.58834
C -7.43056 -11.89306 -6.91526
H -5.20806 -14.00793 -0.64224
H -5.95857 -14.20229 0.96910
H -4.90555 -12.81018 0.69002
H -8.12958 -14.15366 0.30643
H -7.46863 -14.44940 -1.31020
H -9.46321 -12.38065 -0.28936
H -9.72537 -13.57150 -1.61241
H -7.86874 -11.34662 -1.73476
H -8.18466 -13.42903 -3.45262
H -6.82033 -12.47434 -2.89323
H -7.28690 -10.65564 -4.59912
H -8.95312 -11.14466 -4.84308
H -8.40267 -12.07882 -7.37200
H -6.85311 -12.46452 -7.64195
H -7.16707 -10.83648 -6.96324
C -13.10294 -21.77237 1.08341
C -13.77283 -20.45886 1.32581
C -13.95402 -20.23969 2.86483
O -14.65456 -21.29082 3.56799
C -16.08597 -21.18102 3.43337
N -12.88625 -19.50859 0.64419
H -13.29741 -22.68652 1.64431
H -12.08382 -21.74766 1.46926
H -13.16389 -21.94954 0.00964
H -14.74602 -20.54120 0.84185
H -14.33831 -19.26312 3.15933
H -12.91961 -20.16750 3.20080
H -16.66169 -21.92378 3.98560
H -16.35320 -21.26111 2.37968
H -16.31685 -20.14680 3.68866
H -12.98534 -19.67130 -0.34768
H -11.96837 -19.87173 0.85801
C -8.52696 -22.50726 -0.35961
C -7.88064 -23.77575 -0.85199
C -8.84757 -24.66766 -1.63049
O -9.94099 -25.24748 -0.92244
C -11.19018 -24.53550 -1.15310
N -6.69899 -23.52634 -1.73984
H -7.83701 -21.87949 0.20428
H -9.29265 -22.87985 0.32083
H -9.11450 -22.02206 -1.13901
H -7.62768 -24.39889 0.00579
H -8.30136 -25.50272 -2.06915
H -9.22718 -24.21635 -2.54718
H -11.06225 -23.45883 -1.04115
H -11.90307 -25.00975 -0.47859
H -11.63026 -24.69908 -2.13680
H -5.91362 -23.06628 -1.30207
H -6.38161 -24.45104 -1.99339
C -17.06676 -12.64777 0.41587
C -17.87611 -11.93950 -0.64590
C -19.13110 -12.64218 -1.18309
O -18.98140 -14.00977 -1.13529
C -20.07927 -14.71228 -1.76137
N -18.23052 -10.67479 0.02140
H -17.46541 -12.80741 1.41771
H -16.18477 -12.01774 0.53098
H -16.74190 -13.61919 0.04316
H -17.23986 -11.53651 -1.43386
H -19.19598 -12.36236 -2.23456
H -19.97739 -12.21749 -0.64315
H -20.07785 -14.27077 -2.75795
H -21.04501 -14.54714 -1.28370
H -19.79696 -15.76500 -1.74790
H -17.40529 -10.09432 0.06781
H -18.81526 -10.18606 -0.64142
C -9.85563 -6.59948 6.34984
C -9.17038 -7.75394 7.09942
C -9.47198 -9.22917 6.65778
O -9.34162 -9.48055 5.21349
C -10.10032 -8.80580 4.27591
N -7.76074 -7.49928 6.82080
H -10.94430 -6.54658 6.36036
H -9.60705 -6.36859 5.31399
H -9.54346 -5.65604 6.79768
H -9.41814 -7.55985 8.14300
H -10.50342 -9.32645 6.99655
H -8.86916 -10.00768 7.12535
H -9.51128 -8.03061 3.78579
H -10.97537 -8.36267 4.75133
H -10.55515 -9.47429 3.54491
H -7.32947 -8.19300 7.41483
H -7.59809 -7.82102 5.87733
```

For the frontier orbital gap (spin up / spin down), the calculation gives 8.0254 / 3.1222 eV. As for the HOMO energy (spin up / spin down): -10.1 / -10.1 eV. The multiplicity is 2. The charge is +1.

=====

What are the energy values for these records? In order: -4920.502041; -3989.430729 hartree.
What are the M values for these records? In order: 1368.6; 1206.8 g/mol.